This record from the OMol25 dataset describes 2 unconnected molecules or ions with the total composition C5H10O2. The level of theory is ωB97M-V/def2-TZVPD.

Values from the calculation:
Total energy ... -346.92292 a.u.
SMILES string ... C=C1C[C@]1(C)O.O
ΔE to the lowest compared entry with this formula, charge and spin ... 64.3 kcal per mole
Highest occupied orbital energy ... -9.41 eV

Last column: Löwdin charge in e.
Positions of all 17 atoms, in Å:
O (1.2977, 1.0250, -0.6410)  0.0126
O (-1.1588, 2.4015, -0.6329)  -0.0446
C (-0.5889, -0.4055, 0.1918)  -0.2523
C (0.2190, -0.0455, 1.3776)  -0.0098
C (0.8445, -0.1333, -0.0190)  -0.5229
C (1.7300, -1.3068, -0.3575)  -0.0062
C (-1.7535, -0.8024, -0.2965)  0.0518
H (-1.3927, 2.7000, 0.2549)  0.0634
H (1.7330, -1.4536, -1.4421)  0.0884
H (-1.5757, 1.5265, -0.7021)  0.0251
H (0.4364, -0.8050, 2.1273)  0.1095
H (0.1071, 0.9620, 1.7787)  0.1101
H (2.7568, -1.1158, -0.0310)  0.0876
H (1.3643, -2.2222, 0.1172)  0.0886
H (-1.8692, -1.0223, -1.3566)  0.0714
H (-2.6243, -0.9468, 0.3402)  0.0663
H (0.5656, 1.6707, -0.6785)  0.0609